1.
C44H87N2O16S5 | ωB97M-V/def2-TZVPD

The geometry in XYZ format:
```
154
Properties=species:S:1:pos:R:3
N 0.6569 -1.3770 4.1629
H 1.5144 -0.9843 4.5388
H 0.7907 -2.3276 3.8060
H 0.1852 -0.8403 3.3682
H -0.1149 -1.3996 4.8266
C 1.3358 4.1415 0.4160
C 0.3848 4.3899 1.5911
C -0.0721 3.0854 2.2257
N -0.7623 3.3064 3.5423
C 0.2248 3.8319 4.5405
C -1.3721 1.9922 4.0337
C -2.8176 2.3039 4.3983
C -2.8408 3.8186 4.5275
C -1.9596 4.2320 3.3691
H 2.3622 4.3720 0.7083
H 1.0873 4.6059 -0.5334
H 1.4175 3.0630 0.2338
H -0.4849 4.9520 1.2322
H 0.8212 5.1603 2.2301
H 0.7384 2.3818 2.4101
H -0.7742 2.6114 1.5435
H -0.2963 3.9744 5.4858
H 0.5237 4.8417 4.2816
H 1.0070 3.0828 4.5693
H -0.7879 1.5570 4.8424
H -1.3055 1.2940 3.1896
H -3.1417 1.8118 5.3160
H -3.5230 1.9713 3.6354
H -2.4459 4.1781 5.4773
H -3.8553 4.2033 4.4316
H -1.6682 5.2792 3.4014
H -2.3578 4.0019 2.3820
C -0.8851 0.6800 -0.1924
C -0.6179 -0.5930 0.6041
C 0.6305 -1.2207 -0.0177
O -0.3248 -0.3333 1.9387
H -0.0851 1.4241 -0.1992
H -1.8325 1.1032 0.1437
H -0.9627 0.4497 -1.2626
H -1.4249 -1.3368 0.4436
H 1.4256 -0.4695 -0.0657
H 0.4398 -1.5850 -1.0361
H 1.0719 -2.1081 0.4479
O 2.4049 -1.0382 -2.5524
S 3.4656 -0.1039 -2.7457
O 4.5772 -0.0281 -1.8432
O 3.9719 -0.1140 -4.2601
C 4.4742 -1.3998 -4.6981
C 4.9289 -1.2091 -6.1296
C 2.7574 1.5567 -2.7131
H 3.7565 -2.1979 -4.5178
H 5.3748 -1.6346 -4.1203
H 5.4221 -0.2509 -6.2719
H 4.0394 -1.1373 -6.7669
H 5.4858 -2.0626 -6.5069
H 3.3723 2.0924 -2.0029
H 1.7299 1.3371 -2.4270
H 2.6909 1.9255 -3.7332
O 0.8626 -3.9960 2.7383
S 0.0222 -4.7407 1.8314
O 0.4514 -4.8746 0.4844
O -0.2474 -6.1979 2.4203
C 0.0494 -6.4597 3.8002
C -0.8154 -5.7065 4.7913
C -1.6542 -4.0826 1.8818
H 1.0949 -6.2157 4.0078
H 0.0278 -7.5351 3.9616
H -0.6719 -4.6336 4.6786
H -0.6425 -5.9978 5.8253
H -1.8670 -5.9441 4.6045
H -1.8430 -3.5966 0.9295
H -1.7660 -3.4271 2.7393
H -2.2440 -4.9841 2.0244
O -1.4202 5.0704 -1.6624
S -1.8007 3.8799 -2.3666
O -2.4719 2.9112 -1.5636
O -2.6551 4.2809 -3.6266
C -2.5377 5.6009 -4.2111
C -3.6050 5.6349 -5.3073
C -0.4334 3.1083 -3.2072
H -1.5446 5.6928 -4.6442
H -2.8129 6.3602 -3.4846
H -3.1650 5.1967 -6.2081
H -3.8785 6.6349 -5.6370
H -4.4554 5.0318 -5.0032
H 0.5103 3.6102 -3.0009
H -0.6271 3.0599 -4.2739
H -0.3241 2.0869 -2.8457
O -5.7347 0.7559 1.4938
S -5.5260 -0.6426 1.2773
O -6.5736 -1.5530 1.5816
O -5.0102 -0.9327 -0.1840
C -4.4197 0.1617 -0.9349
C -5.3112 0.7032 -2.0071
C -4.0981 -1.1201 2.2026
H -3.5384 -0.3119 -1.3748
H -4.0542 0.9101 -0.2340
H -4.7967 1.3101 -2.7504
H -6.1908 1.2335 -1.6370
H -5.7684 -0.1034 -2.5923
H -4.3127 -1.0151 3.2657
H -3.2856 -0.4174 1.9989
H -3.7938 -2.1322 1.9561
O 5.5800 -3.4360 4.8925
S 4.4768 -3.2416 4.0207
O 3.4247 -2.3711 4.4923
O 5.0277 -2.7101 2.6438
C 4.0633 -2.0320 1.7525
C 4.4436 -2.4995 0.3758
C 3.8168 -4.7999 3.4935
H 4.2311 -0.9786 1.9529
H 3.0391 -2.3042 2.0102
H 4.2861 -3.5544 0.1664
H 5.4553 -2.2344 0.0676
H 3.8522 -1.8775 -0.3024
H 4.6663 -5.4803 3.4491
H 3.4302 -4.6444 2.4916
H 3.1313 -5.1703 4.2488
C -0.0882 -1.1948 -4.6100
C -1.1968 -0.6823 -3.9438
C -1.9604 0.3290 -4.5193
C -1.6332 0.8654 -5.7507
C -0.4671 0.4336 -6.3776
C 0.2829 -0.5832 -5.8036
H 0.4978 -2.0303 -4.2557
H -1.4778 -1.1026 -2.9867
H -2.9045 0.5799 -4.0478
H -2.2698 1.5928 -6.2391
H -0.1219 0.9024 -7.2901
H 1.2174 -0.8141 -6.3040
C 3.3738 1.8859 3.2850
C 4.1050 2.8987 3.9113
C 5.1929 3.4182 3.2314
C 5.4902 3.0296 1.9254
C 4.5678 2.2668 1.2144
C 3.5704 1.6251 1.9363
H 2.5121 1.4149 3.7483
H 3.9128 3.0418 4.9677
H 5.8988 4.0835 3.7141
H 6.4267 3.3259 1.4735
H 4.8300 1.9632 0.2075
H 2.9855 0.8143 1.5130
C -2.4196 -4.4850 -4.5707
C -3.5418 -3.6962 -4.3504
C -3.7237 -3.1184 -3.1009
C -2.8032 -3.3051 -2.0846
C -1.6742 -4.0826 -2.3331
C -1.4816 -4.6860 -3.5636
H -2.2780 -4.9326 -5.5468
H -4.2358 -3.5582 -5.1678
H -4.5174 -2.3803 -3.0400
H -2.9186 -2.8802 -1.0941
H -0.9322 -4.1787 -1.5476
H -0.6211 -5.3012 -3.7919
```

The net charge is +1. As for the LUMO energy: -2.22 eV. Its HOMO energy is -0.3665 hartree. The value obtained for the total energy is -136946.14886 eV.

=====

2.
C44H88Br4O20S10 | ωB97M-V/def2-TZVPD

The geometry in XYZ format:
```
166
Properties=species:S:1:pos:R:3
O -3.7405 -1.1974 -0.2617
S -4.2496 -2.0133 -1.3436
O -4.3900 -3.4314 -1.1595
C -5.7801 -1.3227 -2.0001
C -5.5244 -1.2601 -3.4934
C -4.0906 -0.7843 -3.6667
C -3.2399 -1.6799 -2.7857
H -5.8786 -0.3534 -1.5115
H -6.5500 -2.0146 -1.6670
H -5.5476 -2.2933 -3.8615
H -6.3157 -0.7280 -4.0163
H -3.9777 0.2674 -3.3917
H -3.7733 -0.8848 -4.7043
H -2.3147 -1.2023 -2.4631
H -2.9153 -2.6144 -3.2399
O 1.1995 -1.7417 1.9000
S 0.6170 -1.1952 0.7116
O 0.2472 -2.0929 -0.3609
C -0.8000 -0.1592 1.1203
C -0.2654 1.2481 0.9773
C 0.6217 1.2367 -0.2573
C 1.6161 0.1428 0.0622
H -1.1357 -0.4765 2.1041
H -1.5812 -0.3014 0.3741
H -1.1398 1.8671 0.7935
H 0.2938 1.5861 1.8484
H 1.1057 2.2079 -0.3815
H 0.1183 1.0277 -1.2046
H 2.2852 0.4632 0.8646
H 2.2436 -0.2339 -0.7363
O 4.7732 1.5920 -1.3600
S 4.5571 3.0173 -1.2648
O 3.3436 3.5704 -0.7379
C 6.0379 3.6307 -0.4242
C 7.0209 3.9917 -1.5485
C 6.4633 3.6213 -2.9351
C 4.9494 3.7514 -2.8704
H 6.3350 2.8614 0.2781
H 5.7580 4.5735 0.0431
H 7.1465 5.0751 -1.5882
H 8.0218 3.5899 -1.3996
H 6.6855 2.6155 -3.3050
H 6.9401 4.2440 -3.6938
H 4.4073 3.1782 -3.6152
H 4.6362 4.7886 -2.7325
O -2.0075 -3.3428 5.0485
S -2.7184 -4.0761 4.0354
O -2.1788 -5.2326 3.3870
C -4.3607 -4.4539 4.7392
C -5.2137 -3.2291 4.3978
C -4.3769 -2.1701 3.5725
C -3.3374 -2.9310 2.8064
H -4.1210 -4.6636 5.7753
H -4.6436 -5.2981 4.1164
H -5.9979 -3.5050 3.6934
H -5.6350 -2.7026 5.2493
H -3.8649 -1.5165 4.2846
H -5.0887 -1.5615 3.0208
H -2.4373 -2.4063 2.4775
H -3.6331 -3.5244 1.9402
O -0.3436 -7.3688 1.3599
S 0.0764 -7.5944 0.0052
O 0.9869 -8.6513 -0.3247
C -1.4223 -7.6036 -0.9798
C -1.7670 -6.1095 -0.9302
C -0.4969 -5.3956 -1.3849
C 0.7175 -6.0473 -0.6791
H -2.2373 -8.1443 -0.5114
H -1.1740 -7.8556 -2.0088
H -2.5458 -5.8691 -1.6564
H -2.0947 -5.7926 0.0585
H -0.4603 -4.3111 -1.3327
H -0.3785 -5.7298 -2.4227
H 1.1397 -5.5505 0.1905
H 1.4242 -6.3803 -1.4318
O -7.9716 2.3718 2.6377
S -6.6631 2.7061 3.0998
O -6.4521 3.3891 4.3486
C -5.5719 1.2820 3.0511
C -4.2206 1.7568 2.5417
C -4.2878 3.2500 2.1204
C -5.7503 3.5996 1.8766
H -6.0366 0.5957 2.3331
H -5.6909 0.7390 3.9880
H -3.5298 1.7000 3.3865
H -3.8038 1.1296 1.7672
H -3.7528 3.3899 1.1806
H -3.7828 3.8929 2.8333
H -6.0748 3.2337 0.8940
H -6.0207 4.6521 1.8037
O -0.0261 0.3859 -3.4241
S -0.2572 -0.0417 -4.7783
O -1.1129 -1.1638 -5.0619
C -0.8661 1.3404 -5.7560
C 0.4026 2.1499 -5.9665
C 1.3807 1.1210 -6.5432
C 1.3035 -0.1431 -5.6778
H -1.6695 1.8983 -5.2840
H -1.1843 0.8991 -6.6999
H 0.2211 2.9314 -6.7048
H 0.8049 2.5769 -5.0487
H 2.3960 1.4893 -6.7030
H 1.0976 0.8701 -7.5710
H 2.1385 -0.3131 -5.0000
H 1.2678 -1.0507 -6.2816
O -0.0213 4.4394 2.2604
S 1.3416 4.8861 2.3929
O 1.8439 6.0178 1.6686
C 1.6645 5.2191 4.1326
C 1.8782 3.8777 4.7908
C 2.5705 2.9240 3.7493
C 2.5172 3.5470 2.3665
H 0.8991 5.9493 4.4043
H 2.5645 5.8416 4.1404
H 2.4927 4.0098 5.6768
H 0.9123 3.4577 5.0680
H 2.0359 1.9720 3.7946
H 3.5697 2.6656 4.0956
H 2.3060 2.8661 1.5446
H 3.4416 4.0810 2.1428
O -2.6778 6.4811 -2.4316
S -1.5402 6.6409 -1.5666
O -1.5598 7.4494 -0.3820
C -0.9636 4.9799 -1.1299
C 0.3690 4.7451 -1.8415
C 0.4194 5.7199 -3.0243
C -0.0657 7.0623 -2.5159
H -1.7543 4.3432 -1.5275
H -0.9068 4.9669 -0.0444
H 1.1786 4.8582 -1.1214
H 0.4282 3.7394 -2.2617
H -0.2773 5.3806 -3.8002
H 1.3959 5.7653 -3.5066
H -0.3284 7.8279 -3.2402
H 0.6506 7.4186 -1.7739
O 3.5728 -1.8906 -0.2201
S 3.7202 -3.1663 -0.8423
O 3.8318 -4.3678 -0.0523
C 2.4879 -3.3402 -2.1320
C 3.0661 -2.5996 -3.3213
C 4.6410 -2.5049 -3.2595
C 5.0869 -3.2326 -1.9930
H 1.5310 -3.0382 -1.7204
H 2.4991 -4.4219 -2.2881
H 2.7692 -3.0247 -4.2798
H 2.7095 -1.5670 -3.3067
H 4.8449 -1.4440 -3.1511
H 5.0821 -3.0439 -4.0903
H 6.0215 -2.9332 -1.5289
H 5.1065 -4.3040 -2.1987
Br 1.3444 -0.9646 7.9161
C 0.2324 -1.8263 6.5450
C 0.4298 -1.1945 5.1879
Br -1.1782 -0.1098 4.8106
H -0.7650 -1.7870 6.9554
H 0.5581 -2.8622 6.5145
H 0.3981 -1.9646 4.4232
H 1.2966 -0.5662 5.0586
Br 3.8231 -2.1304 4.6465
C 3.5593 -3.5232 3.3419
C 4.7807 -4.3640 3.1216
Br 6.2535 -3.4540 2.2929
H 3.2604 -3.0850 2.3900
H 2.7264 -4.1401 3.6705
H 4.5344 -5.1949 2.4596
H 5.0805 -4.8753 4.0372
```

As for the LUMO energy: -0.39 eV. Its HOMO energy is -0.3486 hartree. For the relative energy (zero: lowest compared OMol25 entry of this formula, charge and spin), the calculation gives 0.0 kJ/mol. The value obtained for the total energy is -476524.02800 eV. As for the SMILES: O=S1(=O)CCCC1.O=S1(=O)CCCC1.O=S1(=O)CCCC1.O=S1(=O)CCCC1.O=S1(=O)CCCC1.O=S1(=O)CCCC1.O=S1(=O)CCCC1.O=S1(=O)CCCC1.O=S1(=O)CCCC1.O=S1(=O)CCCC1.BrCCBr.BrCCBr.